#w
21
Properties=species:S:1:pos:R:3 method="wB97M-V/def2-TZVPD" total_charge=+1 gap_ev="7.51 / 7.75"
C -0.05 -1.03 1.54
C -0.73 0.39 1.44
C 0.35 1.63 -0.39
C -1.39 0.04 -1.15
C 3.02 -0.77 -0.73
N 1.19 -1.29 0.89
N -0.93 0.97 -0.07
S 1.89 0.08 0.45
H -0.08 -1.32 2.66
H -0.75 -1.73 0.99
H -1.73 0.43 1.83
H -0.05 1.21 1.96
H 0.52 1.67 -1.55
H 0.50 2.47 0.11
H -2.15 -0.62 -0.66
H -1.85 0.57 -2.00
H -0.60 -0.64 -1.68
H 2.61 -0.75 -1.83
H 3.03 -1.82 -0.31
H 4.07 -0.53 -0.67
H -1.63 1.72 0.10

=====

#x
21
Properties=species:S:1:pos:R:3 method="wB97M-V/def2-TZVPD" total_charge=+1 gap_ev="7.78 / 7.61"
C -0.28 -0.76 2.01
C -1.31 0.20 -0.26
C 1.09 0.83 -0.10
C 0.88 2.22 0.23
C 0.59 -0.85 -1.69
N -0.84 -2.62 0.29
N 0.05 0.30 -0.98
S -1.43 -1.27 0.83
H -0.10 -1.50 2.68
H -0.39 0.13 2.40
H -1.37 0.83 0.51
H -2.15 0.06 -0.94
H 1.35 0.11 0.59
H 1.27 2.55 1.27
H -0.03 2.70 0.14
H 1.62 2.94 -0.26
H 1.47 -0.62 -2.18
H 0.80 -1.73 -0.87
H 0.01 -1.11 -2.62
H -1.32 -3.40 0.70
H 0.10 0.98 -1.75

=====

Question: which arrangement is favored energetically? Ranking from most to least stable: #w, #x.

=====

#w
9
Properties=species:S:1:pos:R:3 method="wB97M-V/def2-TZVPD" gap_ev=10.64 smiles="Cl/C=C/[Si](Cl)(Cl)Cl"
Cl 0.08 -0.17 -3.22
C 0.29 0.02 -1.51
C -0.21 -0.73 -0.52
Si -0.03 0.23 1.26
Cl -1.77 -0.31 2.17
Cl 1.42 -0.50 2.49
Cl 0.18 2.26 1.13
H 0.68 0.96 -1.12
H -0.63 -1.75 -0.69

=====

#x
9
Properties=species:S:1:pos:R:3 method="wB97M-V/def2-TZVPD" gap_ev="7.33 / 8.20"
C 0.92 0.20 0.04
C -0.17 -0.59 0.02
Si 0.36 3.10 1.39
Cl -0.35 -2.10 -0.92
Cl -0.28 2.78 3.25
Cl 2.02 4.07 1.54
Cl -0.86 4.00 0.05
H 1.87 0.34 -0.39
H -1.09 -0.09 0.26

=====

Question: which arrangement is favored energetically? Ranking from most to least stable: #w, #x.

=====

#w
17
Properties=species:S:1:pos:R:3 method="wB97M-V/def2-TZVPD" total_charge=+1 gap_ev=11.72
N -1.65 -0.32 -0.74
C -1.66 -1.33 -1.54
N -0.61 -1.78 -2.19
H -0.74 0.22 -0.48
H -2.53 -0.10 -0.29
H -2.60 -1.85 -1.72
H -0.73 -2.55 -2.83
H 0.31 -1.37 -2.08
C 0.32 0.08 2.12
C 1.00 0.84 1.02
N 2.15 1.44 1.31
O 0.51 0.95 -0.12
H 0.87 0.08 3.05
H 0.19 -0.96 1.79
H -0.66 0.50 2.30
H 2.61 1.23 2.18
H 2.66 1.89 0.57

=====

#x
17
Properties=species:S:1:pos:R:3 method="wB97M-V/def2-TZVPD" total_charge=+1 gap_ev=10.75
N 1.28 1.07 -2.77
C 1.76 -0.14 -2.43
N 1.29 -0.84 -1.45
H 0.38 1.33 -2.39
H 1.41 1.38 -3.72
H 2.58 -0.51 -3.04
H 1.63 -1.80 -1.50
O -1.11 0.17 3.14
C -1.88 -0.15 2.29
C -1.43 -0.33 0.85
N -0.03 0.17 0.71
H -2.94 -0.38 2.48
H -1.39 -1.39 0.62
H -2.09 0.14 0.12
H 0.40 -0.20 -0.22
H 0.01 1.19 0.70
H 0.56 -0.14 1.49

=====

Question: which arrangement is favored energetically? Ranking from most to least stable: #w, #x.

=====

#w
21
Properties=species:S:1:pos:R:3 method="wB97M-V/def2-TZVPD" gap_ev=8.93 smiles=CCS.O.O.O.O
C -1.40 -0.11 -1.91
C -1.68 0.45 -0.52
S -2.49 2.12 -0.75
H -1.40 -1.20 -1.94
H -2.17 0.12 -2.65
H -0.47 0.28 -2.34
H -0.80 0.73 0.05
H -2.34 -0.22 0.01
H -3.78 1.80 -0.55
O -0.20 -2.51 2.56
H 0.36 -2.44 3.32
H 0.37 -2.44 1.79
O 1.92 0.74 -0.82
H 2.14 1.24 0.00
H 2.75 0.58 -1.23
O 1.11 -1.83 0.11
H 1.51 -2.16 -0.69
H 1.16 -0.88 -0.04
O 1.99 2.25 1.73
H 2.33 1.36 1.80
H 1.08 2.14 2.06

=====

#x
21
Properties=species:S:1:pos:R:3 method="wB97M-V/def2-TZVPD" gap_ev=8.79 smiles=CSC.O.O.O.O
C -3.42 1.35 3.89
S -2.31 0.25 2.84
C -2.72 -1.34 3.61
H -3.65 2.25 3.31
H -2.87 1.64 4.78
H -4.35 0.84 4.09
H -3.38 -1.21 4.46
H -3.29 -2.04 2.93
H -1.74 -1.61 3.99
O 3.76 2.66 -2.24
H 3.73 1.86 -2.79
H 3.27 3.38 -2.64
O 4.31 -0.39 -1.01
H 4.06 0.13 -0.24
H 5.19 -0.11 -1.26
O 0.93 -3.95 -4.99
H 0.16 -4.24 -4.49
H 0.72 -3.11 -5.39
O 0.12 1.29 -3.04
H 0.81 1.86 -2.66
H 0.65 0.49 -3.15

=====

Question: which arrangement is favored energetically? Ranking from most to least stable: #w, #x.

=====

#w
22
Properties=species:S:1:pos:R:3 method="wB97M-V/def2-TZVPD" total_charge=+1 multiplicity=2 gap_ev="11.64 / 6.60"
C -0.15 0.77 -2.51
C -1.26 0.05 -1.71
C -1.07 0.27 -0.23
C -0.06 -0.74 0.32
N 0.21 -0.57 1.72
C 0.86 -1.62 2.43
H -0.40 1.81 -2.56
H -0.13 0.43 -3.56
H 0.84 0.63 -2.08
H -2.21 0.40 -2.08
H -1.29 -1.01 -1.96
H -0.79 1.31 -0.02
H -2.01 0.14 0.34
H -0.48 -1.72 0.08
H 0.88 -0.62 -0.25
H -0.62 -0.25 2.23
H 1.32 -1.28 3.36
H 0.10 -2.32 2.81
H 1.56 -2.17 1.82
H 1.43 1.39 0.57
H 1.48 2.86 0.98
O 1.81 2.24 0.31

=====

#x
22
Properties=species:S:1:pos:R:3 method="wB97M-V/def2-TZVPD" total_charge=+1 multiplicity=2 gap_ev="11.29 / 5.73"
C 0.60 1.61 0.50
C 0.60 0.07 0.52
C -0.79 -0.49 0.11
C -0.76 -2.01 0.21
C -1.87 0.04 1.09
N 0.35 2.19 -0.79
H 1.66 1.81 0.68
H -0.04 2.07 1.26
H 1.32 -0.28 -0.23
H 0.90 -0.27 1.50
H -1.04 -0.16 -0.88
H -1.68 -2.44 -0.16
H -0.45 -2.39 1.18
H -0.03 -2.37 -0.53
H -2.78 -0.53 0.88
H -2.15 1.06 0.84
H -1.54 -0.06 2.12
H 1.14 2.81 -1.00
H -0.41 2.89 -0.83
H 1.72 -1.22 -2.67
H 2.96 -0.82 -1.86
O 2.28 -1.50 -1.94

=====

Question: which arrangement is favored energetically? Ranking from most to least stable: #w, #x.

=====

#w
22
Properties=species:S:1:pos:R:3 method="wB97M-V/def2-TZVPD" total_charge=+1 multiplicity=2 gap_ev="11.77 / 6.54"
C 0.75 0.88 2.18
N 0.60 -0.25 1.32
C -0.18 -0.04 0.10
C -0.01 -1.33 -0.74
C 1.26 -1.32 -1.54
C -1.11 -1.35 -1.86
H 1.13 1.71 1.59
H -0.10 1.33 2.68
H 1.73 0.73 2.89
H 0.40 -1.04 1.82
H -1.31 0.08 0.34
H 0.28 0.76 -0.57
H -0.06 -2.25 -0.18
H 1.36 -2.24 -2.09
H 1.57 -0.50 -2.20
H 2.10 -1.28 -0.82
H -1.77 -2.15 -1.52
H -1.65 -0.38 -1.97
H -0.65 -1.64 -2.81
H -1.58 2.69 0.95
H -0.97 4.09 1.10
O -1.80 3.50 1.34

=====

#x
22
Properties=species:S:1:pos:R:3 method="wB97M-V/def2-TZVPD" total_charge=+1 multiplicity=2 gap_ev="11.62 / 5.14"
C -0.98 -1.38 -0.67
C 0.51 -0.84 -1.05
C 0.91 0.48 -0.09
C 2.39 0.84 -0.51
C 0.91 0.20 1.37
N -1.99 -0.30 -0.68
H -1.30 -1.96 -1.59
H -0.89 -1.90 0.28
H 0.50 -0.56 -2.13
H 1.33 -1.62 -1.03
H -0.01 1.13 -0.07
H 2.80 1.74 -0.03
H 3.02 0.00 -0.52
H 2.51 1.14 -1.60
H 1.19 1.13 1.95
H -0.07 -0.04 1.75
H 1.58 -0.62 1.80
H -1.58 0.42 -1.33
H -2.73 -0.70 -1.18
H -2.57 0.62 1.00
H -2.44 1.18 2.52
O -3.09 1.03 1.79

=====

Question: which arrangement is favored energetically? Ranking from most to least stable: #w, #x.

=====

#w
13
Properties=species:S:1:pos:R:3 method="wB97M-V/def2-TZVPD" gap_ev=10.81 smiles="C=CC.N"
C 1.83 1.15 -0.49
C 0.52 1.00 -0.70
C -0.52 1.12 0.36
H 2.43 0.85 -1.34
H 2.26 1.65 0.36
H 0.27 0.35 -1.53
H -0.44 0.31 1.09
H -1.52 1.24 -0.04
H -0.40 2.06 0.91
N -1.09 -2.69 0.40
H -0.18 -2.36 0.09
H -1.44 -2.24 1.23
H -1.74 -2.45 -0.34

=====

#x
13
Properties=species:S:1:pos:R:3 method="wB97M-V/def2-TZVPD" gap_ev=9.42
C -1.19 0.59 -0.06
C -0.63 -0.97 0.30
C 1.52 0.25 0.21
H -2.26 0.48 0.23
H -0.76 1.41 0.75
H -1.04 0.80 -1.13
H -0.60 -1.46 1.32
H -1.44 -1.48 -0.65
H 0.36 -0.36 -1.36
H 1.01 1.14 0.07
H 1.82 0.00 1.27
H 2.46 0.42 -0.60
N 0.75 -0.82 -0.35

=====

Question: which arrangement is favored energetically? Ranking from most to least stable: #w, #x.